1.
# C24H32N2O4S

One molecule with the formula C24H32N2O4S (wB97M-V/def2-TZVPD, the Open Molecules 2025 dataset).

Output
E_tot = -1742.39002 Eh
structure (SMILES) = CCO[C@@H]1OC(C(=O)N2CCN(C)CC2)=C[C@H](c2csc3ccccc23)[C@H]1CCCO
HOMO energy = -8.35 eV
max |F| = 0.742 eV Å⁻¹

Last column: natural (NBO) charge in e.
Geometry (Å):
C (-0.1202, 4.5179, -1.7695)  -0.6174
C (0.0747, 3.2343, -0.9791)  -0.0808
O (-0.3792, 3.4748, 0.3517)  -0.5366
C (-0.4141, 2.3805, 1.2013)  0.4169
O (0.8479, 1.7288, 1.1536)  -0.5238
C (0.9251, 0.5470, 1.8351)  0.2167
C (2.3161, 0.0438, 2.1036)  0.6438
O (2.6207, -0.3377, 3.2205)  -0.6146
N (3.1850, 0.0439, 1.0704)  -0.4261
C (2.8482, 0.1630, -0.3267)  -0.2170
C (2.9621, -1.2091, -0.9964)  -0.2364
N (4.3127, -1.7147, -0.8399)  -0.4384
C (4.5142, -2.9504, -1.5632)  -0.4055
C (4.6297, -1.8542, 0.5713)  -0.2319
C (4.5145, -0.4963, 1.2620)  -0.2314
C (-0.1296, -0.1230, 2.2939)  -0.2436
C (-1.5403, 0.3144, 2.0310)  -0.2655
C (-2.4008, -0.8462, 1.6216)  -0.0519
C (-3.5918, -1.1351, 2.1932)  -0.3667
S (-4.4304, -2.4658, 1.4670)  0.3929
C (-3.1352, -2.6713, 0.3222)  -0.1983
C (-3.0728, -3.6176, -0.6899)  -0.2214
C (-1.9616, -3.6318, -1.5065)  -0.2159
C (-0.9241, -2.7208, -1.3085)  -0.2230
C (-0.9854, -1.7826, -0.3022)  -0.2160
C (-2.1045, -1.7343, 0.5320)  -0.0202
C (-1.5608, 1.3884, 0.9260)  -0.2947
C (-2.9180, 2.1014, 0.8603)  -0.3982
C (-3.4231, 2.3465, -0.5621)  -0.4147
C (-3.6279, 1.0648, -1.3704)  -0.0641
O (-2.3936, 0.6470, -1.9268)  -0.7394
H (0.4343, 5.3265, -1.3021)  0.2140
H (-1.1717, 4.7914, -1.7908)  0.2074
H (0.2335, 4.3803, -2.7874)  0.2117
H (-0.4880, 2.4123, -1.4377)  0.1841
H (1.1378, 2.9640, -0.9565)  0.1771
H (-0.5502, 2.8128, 2.2078)  0.1628
H (1.8448, 0.5630, -0.4501)  0.2291
H (3.5628, 0.8471, -0.7960)  0.2022
H (2.7472, -1.1109, -2.0632)  0.2039
H (2.2181, -1.8958, -0.5491)  0.1636
H (3.8620, -3.7639, -1.2078)  0.1645
H (5.5511, -3.2625, -1.4507)  0.2021
H (4.3146, -2.7804, -2.6204)  0.1994
H (5.6530, -2.2242, 0.6630)  0.2059
H (3.9523, -2.5708, 1.0704)  0.1702
H (4.6891, -0.5961, 2.3338)  0.2489
H (5.2384, 0.1990, 0.8272)  0.1976
H (0.0267, -1.0293, 2.8551)  0.2394
H (-1.9595, 0.7402, 2.9529)  0.2223
H (-4.0544, -0.6394, 3.0253)  0.2352
H (-3.8781, -4.3226, -0.8265)  0.2210
H (-1.8909, -4.3583, -2.3020)  0.2161
H (-0.0596, -2.7549, -1.9554)  0.2134
H (-0.1721, -1.0916, -0.1482)  0.2259
H (-1.3630, 0.9042, -0.0313)  0.2527
H (-3.6621, 1.4980, 1.3862)  0.2051
H (-2.8430, 3.0631, 1.3726)  0.2152
H (-2.7237, 2.9826, -1.1017)  0.2117
H (-4.3798, 2.8686, -0.5021)  0.2123
H (-4.0403, 0.2763, -0.7259)  0.1634
H (-4.3455, 1.2562, -2.1810)  0.1654
H (-2.5211, -0.1901, -2.3840)  0.4795

Forces on atoms 1 to 3 (eV/Å):
0.0 -0.3 0.3
0.1 0.0 -0.3
0.1 0.0 0.0

---

2.
# CH3IOS

One molecule with the formula CH3IOS (wB97M-V/def2-TZVPD, the Open Molecules 2025 dataset).

Output
E_tot = -810.86844 Eh
HOMO energy (spin up / spin down) = -8.50 / -8.11 eV
max |F| = 3.040 eV Å⁻¹

Last column: natural (NBO) charge in e.
Geometry (Å):
C (-0.5157, -1.3815, -0.4624)  -0.5808
O (-0.7531, 1.6444, 0.1396)  -0.8684
S (0.6663, 1.9528, 0.0586)  0.7764
I (1.3116, -0.8324, 0.2614)  0.2771
H (-1.3170, -1.6759, 0.2441)  0.2102
H (-0.5615, -1.6119, -1.4956)  0.1890
H (1.1694, 1.9046, 1.2543)  -0.0034

Forces on atoms 1 to 3 (eV/Å):
0.0 0.0 1.5
-2.1 -0.5 0.2
1.2 1.7 -2.2

---

3.
# C32H97N7O13

A 13-piece molecular cluster, C32H97N7O13 overall (wB97M-V/def2-TZVPD, the Open Molecules 2025 dataset).

Output
E_tot = -2638.71908 Eh
HOMO energy = -8.97 eV
max |F| = 1.573 eV Å⁻¹

Last column: Löwdin charge in e.
Geometry (Å):
C (12.2407, -31.0602, 0.4858)  -0.0859
C (11.1944, -30.5920, 1.4826)  -0.3177
O (9.8827, -30.8780, 1.0383)  -0.0924
H (11.9755, -32.0416, 0.0960)  0.0722
H (13.2247, -31.1223, 0.9585)  0.0793
H (12.3133, -30.3468, -0.3341)  0.0489
H (11.3136, -29.5070, 1.6298)  0.0973
H (11.3681, -31.0067, 2.4805)  0.1072
H (9.4748, -30.0675, 0.6934)  0.0301
C (9.9203, -27.7977, -2.1369)  -0.0618
C (9.2655, -27.7091, -0.7633)  -0.2911
O (8.5596, -28.8779, -0.3885)  -0.1155
H (10.7518, -28.5041, -2.0882)  0.0556
H (10.2938, -26.8099, -2.4131)  0.0676
H (9.2083, -28.1336, -2.8907)  0.0569
H (8.6439, -26.7995, -0.7221)  0.1078
H (10.0310, -27.5330, -0.0034)  0.0867
H (7.9814, -29.1184, -1.1468)  0.0397
C (11.9428, -31.5100, -2.9924)  -0.0625
C (13.3346, -31.9471, -3.4085)  -0.4325
C (14.3117, -31.8636, -2.2711)  -0.2324
O (15.6290, -32.0429, -2.7345)  -0.1805
C (16.5920, -31.4394, -1.8988)  -0.1042
N (13.2970, -33.3343, -3.9288)  0.0483
H (11.2815, -31.5524, -3.8602)  0.0526
H (11.9454, -30.4938, -2.6016)  0.0471
H (11.5444, -32.1935, -2.2440)  0.0832
H (13.6812, -31.3014, -4.2309)  0.1380
H (14.0468, -32.6355, -1.5290)  0.1374
H (14.2116, -30.9156, -1.7276)  0.1047
H (16.3965, -30.3735, -1.7615)  0.0775
H (17.5632, -31.6069, -2.3634)  0.0878
H (16.6376, -31.9256, -0.9145)  0.0910
H (12.9931, -33.3074, -4.8976)  0.0632
H (14.2575, -33.6648, -3.9814)  0.0665
C (10.4069, -30.2973, -9.1128)  -0.0652
C (11.1783, -30.7647, -7.8870)  -0.4343
C (10.2601, -30.7750, -6.6776)  -0.2044
O (9.8730, -29.4734, -6.2820)  -0.2121
C (10.8552, -28.7589, -5.5328)  -0.0649
N (11.7291, -32.1211, -8.0380)  0.0339
H (9.5485, -30.9407, -9.3180)  0.0802
H (10.9809, -30.1424, -10.0272)  0.0746
H (9.9868, -29.2999, -8.9116)  0.0774
H (11.9920, -30.0734, -7.6606)  0.1321
H (10.7045, -31.3030, -5.8251)  0.1034
H (9.3297, -31.3151, -6.8828)  0.1362
H (10.3272, -27.9504, -5.0328)  0.0630
H (11.6255, -28.3526, -6.1928)  0.0918
H (11.3179, -29.4089, -4.7860)  0.0751
H (10.9654, -32.7510, -8.2782)  0.0733
H (12.3184, -32.1752, -8.8640)  0.0709
C (11.9329, -25.7138, 1.5874)  -0.0641
C (13.0833, -26.6237, 1.1575)  -0.4093
C (13.0733, -26.7328, -0.3426)  -0.2109
O (14.0518, -27.6539, -0.7852)  -0.1825
C (14.0508, -27.7909, -2.1747)  -0.1158
N (14.3863, -25.9959, 1.5542)  0.0417
H (12.0065, -24.7872, 1.0174)  0.0789
H (11.9842, -25.4578, 2.6432)  0.0760
H (11.0020, -26.2136, 1.3222)  0.0504
H (13.0262, -27.5904, 1.6717)  0.1293
H (13.2999, -25.7360, -0.7445)  0.1390
H (12.0798, -27.0350, -0.6880)  0.1024
H (13.1242, -28.2478, -2.5482)  0.0715
H (14.8653, -28.4544, -2.4713)  0.0775
H (14.2289, -26.8323, -2.6798)  0.0969
H (14.6305, -26.3000, 2.4890)  0.0645
H (15.0886, -26.3828, 0.9317)  0.0591
C (4.4774, -27.8885, -0.0257)  -0.0325
C (3.8381, -29.1345, -0.6270)  -0.4300
C (2.3461, -29.2547, -0.3059)  -0.2232
O (2.0227, -29.2945, 1.0562)  -0.1628
C (2.5037, -30.4327, 1.7191)  -0.1113
N (4.0870, -29.2746, -2.0620)  0.0374
H (3.8330, -27.0133, -0.1391)  0.0837
H (5.4333, -27.7020, -0.5185)  0.0693
H (4.6422, -28.0526, 1.0381)  0.0728
H (4.3054, -29.9990, -0.1463)  0.1090
H (1.9828, -30.1677, -0.8164)  0.1234
H (1.7910, -28.4561, -0.8112)  0.1295
H (1.9272, -30.5557, 2.6373)  0.0931
H (3.5571, -30.3329, 2.0009)  0.0692
H (2.3677, -31.3541, 1.1395)  0.0989
H (3.6741, -30.1362, -2.4073)  0.0955
H (3.6314, -28.5348, -2.5911)  0.0932
C (7.4971, -25.0715, 5.2637)  -0.0574
C (8.5165, -26.1829, 5.0467)  -0.4438
C (9.1736, -26.0671, 3.6865)  -0.2156
O (8.2603, -26.0813, 2.6084)  -0.2203
C (7.6123, -27.3125, 2.4254)  -0.0881
N (9.5814, -26.1367, 6.0641)  0.0335
H (6.6552, -25.1027, 4.5658)  0.0763
H (7.9935, -24.1125, 5.0746)  0.0835
H (7.0930, -25.0489, 6.2754)  0.0745
H (8.0530, -27.1671, 5.1394)  0.1320
H (9.8615, -26.9171, 3.5780)  0.1288
H (9.7642, -25.1527, 3.6111)  0.1227
H (6.8866, -27.5278, 3.2245)  0.0912
H (8.2780, -28.1838, 2.4125)  0.0991
H (7.0377, -27.2924, 1.5031)  0.0756
H (9.1348, -26.0698, 6.9761)  0.0692
H (10.0681, -25.2419, 6.0145)  0.0724
C (9.4508, -24.8663, -4.8367)  -0.0453
C (8.3428, -23.9309, -4.3382)  -0.4067
C (7.3312, -24.6509, -3.5035)  -0.2020
O (6.1977, -23.7987, -3.3409)  -0.1842
C (5.1092, -24.4747, -2.7738)  -0.1223
N (8.9946, -22.9443, -3.4521)  0.0305
H (10.2129, -25.0046, -4.0751)  0.0670
H (9.9056, -24.4123, -5.7229)  0.0801
H (9.0447, -25.8133, -5.1921)  0.0579
H (7.8586, -23.4261, -5.1779)  0.1393
H (7.7229, -24.8809, -2.5055)  0.1317
H (7.0232, -25.5813, -3.9999)  0.1144
H (5.3602, -24.9057, -1.7966)  0.0840
H (4.7511, -25.2787, -3.4355)  0.0839
H (4.2843, -23.7730, -2.6607)  0.0880
H (9.6365, -22.3469, -3.9641)  0.0942
H (8.3127, -22.3106, -3.0455)  0.0903
C (5.4560, -35.0921, 3.7918)  -0.0778
C (5.6433, -34.6172, 2.3696)  -0.4530
C (5.5408, -33.1148, 2.3053)  -0.2386
O (5.8256, -32.6466, 1.0136)  -0.1751
C (6.4254, -31.3712, 1.0121)  -0.0990
N (6.9264, -35.1307, 1.8558)  0.0447
H (5.4624, -36.1835, 3.7873)  0.0804
H (4.4755, -34.8133, 4.1880)  0.0777
H (6.2166, -34.7070, 4.4711)  0.0793
H (4.8757, -35.0743, 1.7383)  0.1385
H (6.2019, -32.6776, 3.0708)  0.1309
H (4.5320, -32.8046, 2.6343)  0.1228
H (7.4132, -31.3390, 1.4823)  0.0830
H (5.7685, -30.6482, 1.5172)  0.0715
H (6.5536, -31.0561, -0.0236)  0.0857
H (7.1851, -34.5663, 1.0496)  0.0668
H (7.6408, -34.9260, 2.5524)  0.0697
O (7.4194, -28.2611, -4.9724)  -0.0451
H (6.6753, -27.8921, -5.4567)  0.0576
H (8.0970, -28.4482, -5.6380)  0.0314
O (10.8324, -23.9651, -1.4907)  -0.0994
H (10.0783, -23.8473, -2.0929)  -0.0309
H (10.4195, -24.0530, -0.6194)  -0.0255
O (9.2354, -24.1627, 0.8941)  -0.0565
H (8.7945, -24.9069, 1.3458)  0.0163
H (9.0840, -23.4073, 1.4683)  0.0560
O (6.9110, -29.5354, -2.4573)  -0.0733
H (5.9428, -29.5031, -2.3117)  0.0035
H (7.0673, -29.1361, -3.3252)  0.0030

Forces on atoms 1 to 3 (eV/Å):
0.1 0.1 0.3
0.2 0.7 0.1
0.0 -0.1 0.4

---

Look up the E_tot of the second one. -810.86844 Eh

---

Which of these has the lowest E_tot? C32H97N7O13

---

E_tot of number 1 (C24H32N2O4S)? -1742.39002 Eh